15
Properties=species:S:1:pos:R:3:forces:R:3 method="wB97M-V/def2-TZVPD" smiles="C=CC.CS" lumo_energy_ha=0.0321 orbital_gap_ev=9.92 de_lowest_kcal_mol=29.3
C -0.731595 2.800359 1.676455 -0.1 -0.6 -0.5
S -1.825908 2.512887 0.242202 -0.1 0.3 -0.3
H -0.407242 3.834494 1.685887 -0.1 0.1 0.0
H 0.149908 2.166309 1.584136 -0.1 0.1 0.2
H -1.315654 2.559551 2.550825 0.2 0.0 0.4
H -1.404502 1.312635 -0.175942 0.2 0.0 0.2
C 1.504450 -1.458071 -0.160846 0.3 -0.7 0.0
C 0.723563 -1.861290 -1.382818 -0.7 1.7 -0.3
C -0.597587 -1.985556 -1.386164 -0.4 -0.6 0.3
H 1.534732 -2.265130 0.579292 -0.2 0.1 0.0
H 1.048949 -0.583493 0.308254 0.2 0.0 0.0
H 2.546378 -1.276349 -0.424462 -0.1 0.3 0.1
H 1.157190 -1.610863 -2.350196 0.4 -0.9 0.0
H -1.183080 -2.227468 -2.261989 0.2 0.3 -0.3
H -1.199601 -1.918015 -0.484634 0.2 -0.2 0.2

***

15
Properties=species:S:1:pos:R:3:forces:R:3 method="wB97M-V/def2-TZVPD" s_squared=0.753 lumo_energy_ha="-0.1415 / -0.3206" multiplicity=2 charge=+1 orbital_gap_ev="7.89 / 3.02" de_lowest_kcal_mol=26.2
C 4.628406 -0.855088 2.275528 -0.7 -0.9 -2.8
C 4.872464 -0.254382 1.090398 0.5 0.6 2.4
H 3.674687 -0.715821 2.753903 0.0 0.1 0.5
H 5.102774 -1.829560 2.332862 0.5 0.3 1.1
H 4.273424 0.587407 0.797119 0.0 0.3 -0.4
H 5.870531 -0.372509 0.697503 -0.2 -0.3 -0.8
C -3.023937 1.215914 -2.176256 -1.5 -1.0 -1.3
S -4.281458 0.143826 -1.370071 1.5 0.4 0.6
C -3.254824 -0.436880 0.056565 -0.9 -0.3 -1.0
H -3.312892 1.280314 -3.232779 -0.2 -0.3 0.1
H -3.245550 2.227777 -1.848904 0.8 0.2 0.7
H -2.047880 0.726111 -2.196741 0.0 0.6 0.8
H -3.099935 0.404823 0.751392 0.2 -0.3 -0.4
H -2.383928 -0.849497 -0.460878 0.3 0.4 0.5
H -3.771878 -1.272433 0.530364 -0.2 0.3 0.1

***

16
Properties=species:S:1:pos:R:3:forces:R:3 method="wB97M-V/def2-TZVPD" smiles=CCCSSC lumo_energy_ha=0.0235 orbital_gap_ev=8.47 de_lowest_kcal_mol=15.4
C 0.445813 -0.435367 -1.576322 -2.2 1.7 -1.1
C 0.774220 1.005002 -2.049562 1.0 -0.5 0.7
C -0.994568 -0.422402 -1.012668 1.2 -0.6 1.6
S -1.059357 0.514453 0.601599 -0.1 -0.4 -0.2
S -0.545471 -1.105663 1.864244 -0.3 -0.2 -0.2
C -0.046879 -0.212720 3.365701 0.7 -0.4 -0.9
H 0.382025 -1.036865 -2.491657 0.5 -0.5 0.5
H 1.153574 -0.738540 -0.812833 0.1 -0.4 -0.2
H 1.050275 1.580637 -1.167245 0.1 0.2 0.0
H 1.655317 0.914418 -2.682996 0.0 0.4 -0.2
H -0.004533 1.585517 -2.547668 -0.2 -0.5 -0.2
H -1.702898 0.045042 -1.683696 -0.1 0.0 -0.1
H -1.305940 -1.437321 -0.730386 -0.2 0.3 -0.4
H 0.994297 0.085013 3.212492 -0.4 0.6 0.2
H -0.771090 0.570147 3.517358 0.1 0.4 0.4
H -0.024781 -0.911355 4.193634 -0.4 -0.2 0.1